C45H64F5IN2O2PSi2Tl | wB97M-V/def2-TZVPD

The net charge is 0. The energy above the lowest of the compared OMol25 structures with the same formula, charge and spin is 10.1 kcal per mole.

Positions of all 123 atoms, in Å:
H  -3.65019  -3.81791  -2.19595
C  1.47623  -4.46809  -2.26946
H  -4.69671  -4.54433  -0.25413
C  -3.73554  -2.70084  0.17915
H  -3.07959  -4.74899  0.40200
H  -1.35714  -3.55063  -0.24449
F  3.22186  3.27072  4.47211
C  -3.68375  -4.13770  -0.26951
C  -1.71197  1.48305  4.11737
C  -0.79638  -1.41093  3.43691
F  -0.23361  5.26152  1.98076
H  -0.16794  0.95870  6.62544
C  2.21632  3.16499  3.60054
H  -1.51568  -5.23578  4.07722
Si  -0.20019  -3.12779  3.90079
H  -1.61047  0.97424  -5.00813
H  -3.22489  -0.20162  6.33138
C  0.53716  -3.64770  -1.67092
H  2.12499  -1.57000  -2.91746
H  1.61748  -2.43104  5.44219
H  -5.29044  1.65814  1.11493
C  -3.09493  0.61193  -2.56160
H  -2.44618  -3.96274  3.27131
C  1.49512  -0.95990  -3.57281
C  2.98984  2.71151  -0.64621
H  -2.60127  1.88163  4.61484
H  2.70590  0.51902  -5.90152
H  3.79582  2.40154  -1.31236
C  -0.98309  2.42136  -3.53112
H  1.15500  -5.17798  -3.02111
H  1.02027  0.08258  5.65512
H  3.86097  4.52747  -2.58323
C  -4.26724  1.35855  1.33109
I  3.00226  -1.15481  0.89942
F  1.77643  5.46778  3.78916
H  -1.31560  -0.35782  -3.28212
H  -2.20531  2.59558  -5.29330
H  -0.89341  2.18700  4.29117
C  2.85543  4.87328  -2.32271
H  0.03140  -0.77900  6.84061
H  2.04602  -2.34065  -5.14252
P  0.95379  1.09711  -1.72531
C  -2.01790  1.85832  -4.50929
H  4.23838  -3.32230  -0.70971
C  -0.77167  1.50863  -2.29308
H  4.27700  -1.17930  -3.92388
C  1.87443  1.95082  3.03743
H  2.09016  3.25386  -3.53339
Si  -1.29716  -0.21985  4.79578
C  2.24523  -2.61410  -0.38546
H  -1.72785  -1.59272  2.87990
C  3.19574  -3.43396  -0.97571
H  -4.09253  1.47085  2.40346
C  0.84106  -3.97395  2.60424
H  -1.91878  1.46339  3.04396
H  -0.49150  -3.69679  -2.00691
H  2.91665  1.94554  0.12776
N  -5.11806  -0.83466  0.78025
H  -1.15879  2.02284  -1.40624
C  0.45879  4.17433  2.32911
H  2.93784  4.11571  1.00151
H  -3.70894  -0.29116  -2.61224
C  3.34611  4.06554  -0.00676
H  -3.83660  2.42641  -3.51834
H  2.64639  5.74180  -2.95037
H  1.39033  1.10885  -4.11256
H  1.08039  -4.98758  2.94030
H  0.96424  -1.06117  -5.67562
C  0.16121  2.93742  1.78465
C  1.67014  2.79306  -1.43185
C  -4.07074  -0.07012  0.91944
H  -3.99000  0.99608  -4.51709
C  1.81443  3.77526  -2.61412
F  2.57938  0.86547  3.44506
H  3.60460  1.70712  -3.40305
H  1.20607  -4.13840  5.65306
O  -3.10030  -4.29719  -1.56678
H  -3.64247  -1.02041  4.82068
H  -5.86153  -2.70931  0.28883
H  3.43099  6.13390  -0.65166
H  -3.55932  2.01316  0.82289
C  -1.29487  -2.49682  0.01608
H  0.17079  -2.88922  6.34690
C  0.85521  1.79804  2.12690
C  -2.85597  -0.89815  5.57145
C  3.99212  -0.21046  -4.34567
C  -3.33106  1.50217  -3.80890
C  -1.75012  -4.16712  4.09120
H  4.43272  4.13990  0.08907
H  -2.27341  -3.95434  5.02719
H  -1.47372  -0.38031  -1.53506
H  0.32020  -4.06047  1.64970
H  0.46608  -1.23282  -3.34673
H  3.55450  -5.02657  -2.36232
C  0.78805  -3.14204  5.48286
C  1.82924  -1.27361  -5.04129
H  4.91248  0.26504  -4.68901
H  3.54911  -0.95300  -6.33734
H  1.79945  5.49370  -0.55948
N  -0.12078  -1.94889  -0.03845
H  -3.39968  1.14420  -1.65550
C  3.03926  -0.44818  -5.51513
H  -2.69663  -1.86535  6.05583
C  0.88226  -2.73271  -0.66612
H  -0.05416  2.59205  -4.07438
Tl  0.19950  -0.29445  1.79504
C  -2.72108  -0.54381  0.68534
C  2.81237  -4.38223  -1.91022
F  -0.85944  2.89639  0.91635
C  2.82742  5.24537  -0.84380
H  3.69968  0.35990  -2.27503
H  1.78712  -3.45571  2.43341
H  0.93107  3.21428  -0.74085
C  1.79094  0.51818  -3.28105
H  0.85049  4.25239  -2.79451
H  -1.32867  3.40302  -3.19476
O  -1.74729  0.28829  0.80421
C  1.48456  4.28521  3.25120
C  -1.62275  0.23531  -2.41719
C  0.02201  0.01888  6.09831
C  3.32385  0.66312  -3.25761
C  -4.95157  -2.13127  0.40648
C  -2.56553  -1.89475  0.32116

***

C60H46CoF3NP3Si | wB97M-V/def2-TZVPD

The value obtained for the total energy is -5364.50375 hartree. The net charge is +1. The multiplicity is 2.

Positions of all 115 atoms, in Å:
H  -2.29306  -5.44154  3.92271
H  2.31900  2.70778  -3.34152
P  0.28540  0.76288  -2.18685
H  -2.06763  5.86073  -3.02077
H  -1.70436  -5.17442  -4.25895
C  -0.84276  4.33201  -3.90297
C  -1.57785  4.90543  -2.86826
C  -0.54249  -3.11060  -1.84289
H  -0.42529  -5.53088  2.29714
C  6.44522  0.83217  0.23357
H  -6.19846  2.02385  0.29864
C  -2.88725  -2.55800  2.23518
C  2.66366  -0.59807  -2.40412
C  -1.70146  4.24789  -1.65345
H  -3.82033  -4.07955  -3.60196
H  2.43581  1.88965  3.73107
H  2.66656  -1.58862  -0.38350
P  0.19718  0.41502  2.24770
C  -3.04757  -3.57942  3.16420
H  -4.50105  -1.89215  0.03878
H  -3.86618  -3.53014  3.87251
H  0.38799  -2.81711  -1.36227
H  5.09308  -1.31644  -0.60546
C  -1.80527  -0.59158  -6.06016
C  -0.83881  -0.32844  3.58224
C  2.72848  0.86450  3.54432
H  3.87944  -2.75007  2.80236
C  -0.52075  0.01880  -3.66207
N  2.18572  0.37355  -0.04565
C  -0.15304  2.16606  2.64354
C  -2.91022  1.12453  0.13617
H  1.65166  -1.97875  2.05568
H  5.38282  -1.20037  4.01710
C  -4.05477  1.92858  0.23150
H  1.95180  -1.41830  -2.51217
H  0.42759  2.12655  4.72020
H  0.12444  -1.22154  -6.75437
C  2.30972  -1.30111  2.59780
H  -0.00445  4.53197  5.07027
C  -2.37341  -1.10633  5.78739
C  -3.07811  -0.27472  0.04460
H  0.40815  -4.54116  -3.13359
H  -2.43773  1.06393  3.19533
C  -0.74890  2.90876  1.62315
H  -2.95343  -1.39172  6.65852
C  -0.97490  -3.69238  1.34039
H  2.03337  2.25057  0.72871
P  -1.58796  -1.35347  -0.02498
H  4.61460  2.29148  -4.18166
C  -0.44551  -0.81975  -5.92424
H  -0.81503  -2.53291  6.16054
H  4.47068  2.71339  0.72420
C  3.00878  -0.60300  -0.69373
C  -1.11917  -4.69794  2.28452
C  -1.73545  -2.50008  -1.44583
C  -5.32811  1.38043  0.22882
C  4.44884  -0.46652  -0.40370
H  -3.94625  3.00912  0.30992
H  0.53853  -1.84982  4.24027
C  3.55882  -1.73553  3.01519
C  -2.52952  -0.07095  -4.99440
H  -3.77797  0.38449  5.14108
C  0.06646  2.73789  3.90034
H  -0.76652  4.83929  -4.85909
Si  -1.17408  1.91389  0.07996
C  3.98666  0.42933  3.95794
C  -4.36963  -0.81627  0.06134
H  1.27436  -0.63204  -4.66300
C  4.03867  1.47641  -3.75768
C  -0.20091  4.08262  4.10329
C  -1.02013  4.26532  1.84685
H  -6.47658  -0.43404  0.15218
F  6.76227  1.95871  0.88549
Co  0.18222  0.11814  -0.01543
H  -2.30245  -0.81479  -6.99747
H  -0.91810  5.90840  3.22724
C  -1.70977  -4.42928  -3.47110
C  -2.16642  -4.64906  3.19326
H  -3.58537  -1.73390  2.23713
H  -0.17623  -3.76737  0.61078
F  6.94698  -0.20817  0.92187
C  4.53432  0.15273  -3.82616
C  -2.91101  -2.85271  -2.09890
C  2.01213  0.69390  -2.72056
C  -0.40708  -1.35740  4.41549
C  -1.89445  0.22140  -3.79838
C  -1.17081  -1.73992  5.51273
C  -1.86305  -2.61378  1.29250
H  -3.59436  0.11015  -5.09698
C  -0.23434  3.10154  -3.72269
H  0.29514  2.63289  -4.54625
C  4.95696  0.69830  0.05945
C  -5.48470  0.00242  0.14304
H  -3.84880  -2.38229  -1.83736
H  4.64266  1.11316  4.48614
C  -2.07464  0.27488  3.84416
H  -2.30444  4.69520  -0.86819
C  1.87559  0.00230  2.86617
C  -0.52528  -4.07225  -2.84114
C  4.09426  1.75977  0.37977
H  4.23514  -1.87791  -3.28694
C  3.86000  -0.85991  -3.23355
C  2.75149  1.71858  -3.24741
C  2.72309  1.49895  0.35222
C  -2.89577  -3.81540  -3.10035
H  -1.46913  4.86902  1.06305
C  0.19949  -0.50685  -4.73230
C  4.40249  -0.86616  3.69747
F  7.06245  0.86124  -0.96468
C  -2.83301  -0.10747  4.94020
H  -2.46079  0.65336  -2.97644
C  -1.06996  3.01255  -1.44386
C  -0.72298  4.85299  3.06868
H  5.45390  -0.04642  -4.36407
C  -0.32877  2.45731  -2.48448

***

C20H27N3O3S2 | wB97M-V/def2-TZVPD

The net charge is 0. The energy above the lowest of the compared OMol25 structures with the same formula, charge and spin is 3.8 kcal per mole.

Positions of all 55 atoms, in Å:
C  6.96423  -1.10670  0.45012
N  -2.04746  -0.57062  -0.22261
C  -3.10045  0.23763  -0.50619
C  7.86227  1.01142  0.41852
O  4.27366  -2.12941  0.24769
C  -0.58223  -3.53239  -1.04339
H  1.82071  5.40119  -0.94856
C  -6.54983  -0.67650  1.67455
S  -2.97961  1.79022  -1.06567
H  -4.38484  1.00352  2.00852
O  -0.53930  -2.73299  0.13454
H  2.91194  4.54416  0.15134
C  -0.67125  -0.36581  -0.21105
C  4.46280  -0.92734  0.19961
H  -5.39454  1.25091  -0.97620
C  -5.57352  0.31366  -0.44465
H  -0.66305  1.74198  -0.49392
H  -6.24953  -0.30770  -1.04147
H  8.55045  1.83336  0.44030
H  3.00660  4.25237  -1.58705
H  9.11763  -0.71883  0.64329
H  2.08479  -2.28196  0.29352
H  -7.11453  -0.44657  2.57476
C  0.11112  -1.51266  -0.00575
H  -4.32609  -1.28520  0.06119
N  -4.30467  -0.36034  -0.34353
C  5.82171  -0.36921  0.29399
H  0.60841  -4.83258  -2.25987
C  2.32973  4.46027  -0.76259
H  -1.29361  -4.32741  -0.80001
S  6.18720  1.32850  0.23360
H  -5.81114  1.78427  2.68944
C  -5.31513  1.51117  1.76120
C  1.30825  3.34201  -0.63098
C  -6.21568  0.61028  0.92120
H  -2.26059  -1.53187  0.03521
C  1.32675  0.97503  -0.26406
C  0.75822  -4.13755  -1.43769
C  1.48694  -1.40807  0.09927
H  3.75470  0.98318  -0.00668
C  2.10680  -0.17507  -0.03297
H  0.72174  3.24788  -1.55336
C  8.12757  -0.31796  0.52100
H  0.62281  3.54543  0.20164
H  6.94674  -2.17951  0.51081
H  1.45407  -3.36544  -1.75473
H  -7.15019  1.14235  0.71435
H  1.18918  -4.67305  -0.59590
H  -5.64390  -1.19875  1.97681
H  -5.07063  2.41961  1.21704
H  -7.14933  -1.34286  1.05730
N  3.48561  0.00939  0.06050
C  -0.05069  0.87244  -0.33687
H  -0.98336  -2.93999  -1.87913
O  2.02253  2.14210  -0.38646